1.
The following is a quantum chemistry calculation of a cluster of 5 separate species, C19H30NO17P in total, from OMol25.

Each line ends with the Löwdin charge.
Positions of all 68 atoms, in Å:
1 N -4.2843 -0.9534 -1.8510  0.066
2 C -4.6129 -2.4443 -2.0690  -0.537
3 P -6.3843 -2.7619 -2.8152  1.000
4 O -6.4796 -4.5322 -2.9145  -0.345
5 O -7.4492 -2.3730 -1.4473  -0.338
6 C -3.3418 -3.2628 -2.7792  -0.081
7 O -2.5045 -3.7186 -1.6222  -0.051
8 C -3.3454 -3.4437 -0.4129  -0.224
9 O -2.9212 -3.4635 0.8590  0.025
10 O -4.7729 -3.1372 -0.7473  -0.058
11 H -5.1701 -0.4061 -1.9591  0.077
12 H -3.5779 -0.6379 -2.5643  0.092
13 H -5.5786 -4.9384 -2.7474  0.046
14 H -8.1114 -3.1255 -1.4305  0.063
15 H -3.5689 -4.2830 -3.3063  0.133
16 H -2.7060 -2.6837 -3.5730  0.146
17 C -1.0829 -1.7746 3.1589  -0.014
18 C -0.9041 -0.3398 3.6189  -0.339
19 C -1.7974 0.0339 4.7632  -0.113
20 O -1.9221 1.4355 4.6074  0.064
21 C -1.8036 1.6766 3.2641  -0.506
22 O -2.0966 2.7249 2.7240  0.113
23 O -1.3189 0.5740 2.6142  0.086
24 H -0.8528 -1.8830 2.0949  0.082
25 H -0.4381 -2.4474 3.7319  0.085
26 H -2.1151 -2.1134 3.2966  0.087
27 H 0.1524 -0.1413 3.8369  0.161
28 H -1.3684 -0.2187 5.7367  0.146
29 H -2.8002 -0.4015 4.6904  0.143
30 C 0.4713 4.0877 2.4289  -0.014
31 C 1.6708 4.3792 1.5466  -0.339
32 C 1.3651 4.2992 0.0813  -0.113
33 O 2.6284 3.9880 -0.4771  0.041
34 C 3.2980 3.2749 0.4819  -0.506
35 O 4.3100 2.6328 0.2817  0.132
36 O 2.6673 3.3780 1.6921  0.088
37 H 0.7774 3.6581 3.3873  0.097
38 H -0.1019 5.0004 2.6159  0.098
39 H -0.2051 3.3660 1.9591  0.060
40 H 2.1193 5.3412 1.8236  0.160
41 H 0.9749 5.2373 -0.3229  0.145
42 H 0.6767 3.4859 -0.1741  0.144
43 C 1.6926 -4.0738 0.7902  -0.014
44 C 1.4940 -5.2026 1.7845  -0.343
45 C 0.6772 -6.3365 1.2421  -0.116
46 O 0.1256 -6.9037 2.4162  0.064
47 C 0.0022 -5.8727 3.3097  -0.503
48 O -0.6514 -5.9225 4.3328  0.139
49 O 0.7079 -4.7784 2.8884  0.067
50 H 1.8124 -3.1124 1.2983  0.088
51 H 2.5725 -4.2580 0.1669  0.089
52 H 0.8317 -3.9739 0.1208  0.082
53 H 2.4630 -5.5395 2.1729  0.161
54 H 1.2775 -7.0681 0.6944  0.144
55 H -0.1530 -6.0078 0.6072  0.139
56 C 5.0947 3.5775 -3.5793  -0.013
57 C 5.0598 5.0581 -3.9097  -0.343
58 C 3.7143 5.6837 -3.6971  -0.122
59 O 3.7426 6.7792 -4.5935  0.060
60 C 4.5561 6.3981 -5.6277  -0.507
61 O 4.6290 6.9744 -6.6949  0.137
62 O 5.2675 5.2766 -5.2974  0.083
63 H 5.8437 3.0533 -4.1800  0.089
64 H 5.3180 3.4232 -2.5196  0.084
65 H 4.1314 3.0989 -3.7846  0.086
66 H 5.8523 5.5859 -3.3651  0.163
67 H 3.5600 6.0192 -2.6680  0.139
68 H 2.8827 5.0331 -3.9897  0.140

The value obtained for the calculated total energy is -2417.155335 hartree. Its spin multiplicity is 1. For the molar mass, the calculation gives 575.41 g mol⁻¹. As for the total charge: 0. Its maximum force is 9.53 eV Å⁻¹.


2.
The following is a quantum chemistry calculation of a structure of composition C19H31BaN2P, from OMol25.

Each line ends with the Löwdin charge.
Positions of all 54 atoms, in Å:
1 C 0.9765 2.9448 -2.3414  -0.091
2 C -0.3228 2.4186 -2.2784  -0.051
3 C -0.5593 1.2018 -1.6118  -0.258
4 C 0.5101 0.5466 -1.0172  -0.127
5 C 1.8070 1.0032 -1.1551  -0.371
6 C 2.0490 2.2269 -1.8098  -0.068
7 C -1.9742 0.6593 -1.6017  -0.126
8 C -1.9355 -0.7072 -0.8696  -0.421
9 N -1.9425 -1.9479 -1.5465  -0.283
10 Ba -0.5004 -1.3613 1.4422  1.608
11 C 2.9777 0.2079 -0.6298  -0.330
12 P 2.2719 -1.3368 0.0459  0.671
13 H -1.1600 2.9242 -2.7733  0.107
14 H 3.0865 2.5585 -1.9160  0.107
15 H 1.1676 3.9100 -2.8313  0.098
16 H 3.5400 0.7485 0.1453  0.089
17 H 3.7008 -0.0757 -1.4133  0.093
18 H -2.6653 1.2832 -1.0108  0.118
19 H -2.4130 0.6137 -2.6138  0.110
20 H -0.7935 -0.7553 -0.6631  -0.072
21 C 3.7866 -2.0765 0.7700  -0.317
22 C 2.2745 -2.2538 -1.5106  -0.290
23 H -2.5237 -0.6809 0.0740  0.047
24 C -1.5056 -1.9600 -2.9525  -0.057
25 C -2.7730 -3.1021 -1.2167  -0.097
26 H 0.2517 -2.7185 3.7073  0.040
27 H -2.0422 -2.7338 -3.5352  0.083
28 H -1.5977 -1.0036 -3.4793  0.081
29 H -0.4407 -2.2224 -2.9867  0.066
30 H -3.1525 -3.5483 -2.1600  0.078
31 H -2.1534 -3.8685 -0.7059  0.069
32 H -3.6364 -2.8795 -0.5677  0.085
33 H 3.2945 -2.1914 -1.9257  0.049
34 H 2.0128 -3.3059 -1.3231  0.044
35 H 1.5676 -1.8147 -2.2247  0.029
36 H 4.5975 -2.0214 0.0165  0.043
37 H 4.0778 -1.5352 1.6903  0.039
38 H 3.5678 -3.1331 1.0201  0.035
39 H -0.0905 -3.2623 3.2127  -0.004
40 C -3.1063 0.6938 2.6602  -0.110
41 C -1.9289 1.5692 2.7874  -0.456
42 C -1.8406 2.8754 3.3310  -0.095
43 C -0.4949 3.2746 3.1929  -0.093
44 C 0.1834 2.1977 2.5714  -0.415
45 C 1.5995 2.1183 2.1849  -0.070
46 N -0.6880 1.1406 2.3580  -0.147
47 H -3.3834 0.5131 1.6056  0.050
48 H -3.9690 1.1825 3.1332  0.082
49 H -2.9516 -0.2724 3.1757  0.050
50 H -2.6694 3.4273 3.7813  0.085
51 H -0.0216 4.2122 3.5122  0.089
52 H 1.7301 2.2412 1.0942  0.061
53 H 2.1654 2.9263 2.6804  0.081
54 H 2.0397 1.1490 2.4783  0.062

Its spin multiplicity is 1. For the molar mass, the calculation gives 455.77 g mol⁻¹. As for the total charge: 0. Its maximum force is 3.64 eV Å⁻¹. As for the energy above the lowest of the compared OMol25 structures with the same formula, charge and spin: 42.9 kcal/mol.


3.
The following is a quantum chemistry calculation of a structure of composition C19H31F9MoOP2, from OMol25.

Each line ends with the Löwdin spin population.
Positions of all 63 atoms, in Å:
1 P 0.8954 -2.5644 -4.9038  0.045
2 P 1.3664 0.4999 -5.3191  -0.009
3 C 0.1168 -1.6921 -6.3602  0.002
4 C 1.0506 -0.5746 -6.8576  0.003
5 H -0.8361 -1.3053 -5.9622  0.000
6 H -0.1818 -2.3704 -7.1701  0.000
7 H 1.9640 -0.9278 -7.3557  0.001
8 H 0.5146 0.0867 -7.5578  0.000
9 C -0.2706 1.3649 -5.7584  0.001
10 H -0.5091 2.2349 -5.1177  0.001
11 H -1.1143 0.6591 -5.8135  0.000
12 H -0.1632 1.8076 -6.7546  0.000
13 C 2.2743 2.0115 -5.8319  -0.006
14 H 1.8376 2.3887 -6.7639  -0.001
15 H 3.3515 1.8646 -5.9566  0.001
16 H 2.0616 2.7593 -5.0507  0.001
17 C -0.2308 -3.8822 -4.5384  0.018
18 H 0.1847 -4.4691 -3.7103  0.000
19 H -0.3053 -4.4811 -5.4575  0.000
20 H -1.1962 -3.4450 -4.2378  0.001
21 C 2.4527 -3.2538 -5.5840  0.025
22 H 2.4923 -3.1738 -6.6760  0.000
23 H 2.4322 -4.2987 -5.2539  0.002
24 H 3.3103 -2.6871 -5.0869  0.010
25 Mo 2.3906 -1.1700 -4.2208  0.897
26 C -0.5136 3.8026 -2.0237  0.025
27 C -1.7325 4.2147 -2.5635  0.390
28 C -2.8773 3.3187 -2.7560  0.067
29 C -3.2363 2.3827 -1.5284  0.015
30 C -3.0826 0.9637 -1.8380  0.003
31 C -1.9346 0.5171 -2.3565  0.018
32 C -0.7435 1.3637 -2.8468  0.046
33 C -0.0654 2.4689 -2.0657  0.317
34 C 2.5070 -1.7979 -2.1967  0.000
35 H 0.1207 4.5275 -1.5010  -0.003
36 H -1.8929 5.2735 -2.8056  0.019
37 H -2.8209 2.7367 -3.6818  0.025
38 H -3.7292 3.9995 -2.8821  0.003
39 H -2.5085 2.5708 -0.7247  0.001
40 H -4.2388 2.6295 -1.1841  0.001
41 H -3.7801 0.2638 -1.3973  0.000
42 H -1.7722 -0.5815 -2.4528  0.001
43 H -1.0337 1.8150 -3.7995  0.008
44 H 0.0554 0.6084 -3.0380  0.003
45 H -0.2565 1.3414 -0.5499  0.013
46 H 0.8994 2.2270 -1.6564  0.014
47 H 3.3585 -1.5309 -1.5417  0.005
48 H 2.2991 -2.8873 -2.1084  0.006
49 H 1.6024 -1.2695 -1.8186  0.004
50 F 1.6635 -0.8324 1.4561  0.000
51 C 1.3217 0.3552 2.0036  0.000
52 F 1.1652 0.1813 3.3476  0.000
53 F 2.3541 1.2140 1.8065  0.000
54 C 0.0635 0.9101 1.3172  0.001
55 O 0.2743 0.6535 -0.0552  0.024
56 C -1.2267 0.1769 1.7500  0.000
57 F -1.7140 0.6604 2.9182  0.000
58 F -2.1883 0.3723 0.7990  0.000
59 F -1.0608 -1.1586 1.8541  0.000
60 C -0.0873 2.4132 1.6419  0.001
61 F 0.1977 2.7352 2.9154  0.000
62 F 0.7177 3.1657 0.8412  0.002
63 F -1.3621 2.8273 1.3854  0.000

Its spin multiplicity is 3. For the molar mass, the calculation gives 604.33 g mol⁻¹. As for the total charge: +2. Its maximum force is 6.05 eV Å⁻¹. As for the energy above the lowest of the compared OMol25 structures with the same formula, charge and spin: 26.5 kcal/mol.


4.
The following is a quantum chemistry calculation of a cluster of 4 separate species, C19H31FNO13 in total, from OMol25.

Each line ends with the Löwdin charge.
Positions of all 65 atoms, in Å:
1 C -0.1384 0.1076 3.5841  -0.073
2 C 0.1781 -1.2850 2.7138  -0.281
3 F 1.6314 -1.5455 2.8328  -0.095
4 C -0.7894 -2.4915 3.2584  -0.091
5 C -0.4814 -3.9670 2.5340  -0.338
6 N -1.7024 -4.8354 2.9043  0.007
7 C 0.8091 -4.6911 3.2413  -0.142
8 O 2.0925 -4.4958 2.5498  -0.170
9 C 2.4341 -5.6958 1.7158  -0.212
10 O 3.3518 -6.5822 2.5027  -0.126
11 C -0.3698 -3.7763 0.9099  -0.382
12 O -1.4341 -4.1715 0.1567  -0.196
13 O 0.7485 -3.1714 0.1682  -0.249
14 H 0.7704 0.3296 4.2988  0.087
15 H -1.1515 0.0114 4.1865  0.080
16 H -0.2523 0.9740 2.7944  0.065
17 H -0.1317 -1.0393 1.5874  0.137
18 H -1.9188 -2.1451 3.0919  0.128
19 H -0.6660 -2.6224 4.4268  0.123
20 H -2.5736 -4.2618 2.9296  0.059
21 H -1.7764 -5.6620 2.2718  0.073
22 H 0.6301 -5.8530 3.4244  0.134
23 H 0.9335 -4.2090 4.3190  0.134
24 H 1.4836 -6.3311 1.4605  0.134
25 H 2.9054 -5.3666 0.6810  0.146
26 H 3.8913 -7.1618 1.8886  0.089
27 C 2.1598 1.0314 0.4559  0.007
28 C 1.8669 2.5154 0.5450  -0.342
29 C 2.7396 3.3514 -0.3419  -0.114
30 O 2.7917 4.5868 0.3486  0.055
31 C 2.5915 4.3018 1.6711  -0.510
32 O 2.7629 5.0940 2.5801  0.119
33 O 2.1764 3.0103 1.8373  0.089
34 H 1.4667 0.4712 1.0926  0.059
35 H 2.0619 0.6663 -0.5706  0.101
36 H 3.1681 0.8048 0.8198  0.099
37 H 0.8036 2.7042 0.3536  0.162
38 H 2.3089 3.4861 -1.3382  0.125
39 H 3.7598 2.9651 -0.4438  0.141
40 C 0.6379 6.6433 -4.6082  -0.024
41 C 1.1707 5.2795 -4.2175  -0.357
42 C 1.2047 4.3030 -5.3542  -0.121
43 O 1.0607 3.0564 -4.6974  0.065
44 C 0.3826 3.3050 -3.5361  -0.513
45 O -0.0873 2.4434 -2.8149  0.149
46 O 0.2999 4.6475 -3.2939  0.082
47 H 0.6749 7.3227 -3.7499  0.088
48 H 1.2210 7.0808 -5.4237  0.089
49 H -0.4128 6.5849 -4.9131  0.093
50 H 2.1553 5.3783 -3.7447  0.160
51 H 2.1496 4.3406 -5.9039  0.142
52 H 0.3762 4.4229 -6.0609  0.141
53 C -4.6506 -0.8850 -2.6244  -0.029
54 C -3.5734 -0.9610 -1.5614  -0.343
55 C -4.0841 -1.4030 -0.2233  -0.116
56 O -3.1810 -0.7827 0.6743  0.054
57 C -2.7043 0.3305 0.0389  -0.499
58 O -2.0566 1.2083 0.5802  0.118
59 O -3.0531 0.3283 -1.2825  0.084
60 H -4.2121 -0.5971 -3.5859  0.083
61 H -5.1584 -1.8460 -2.7473  0.088
62 H -5.3940 -0.1181 -2.3800  0.086
63 H -2.7467 -1.5951 -1.9041  0.171
64 H -4.0547 -2.4902 -0.1076  0.142
65 H -5.0965 -1.0481 -0.0008  0.136

The value obtained for the calculated total energy is -1875.252226 hartree. Its spin multiplicity is 1. For the molar mass, the calculation gives 500.45 g mol⁻¹. As for the total charge: -1. Its maximum force is 7.69 eV Å⁻¹.